Entry w
Entry from OMol25: a cluster of 12 separate species, C28H80N6O12 in total (ωB97M-V/def2-TZVPD).

Kohn-Sham gap: 9.361 eV
HOMO level: -9.151 eV
SMILES: NC(N)=O.NC(N)=O.NC(N)=O.CC(C)O.CC(C)O.CC(C)O.CC(C)O.CC(C)O.CC(C)O.CC(C)O.CC(C)O.CO

Last column: Mulliken charge in e.
Element x y z (Å)
1 N 0.811 1.285 -0.894  1.9067
2 C 0.194 0.691 0.130  0.0428
3 N -0.105 -0.566 -0.055  1.8063
4 O -0.220 1.391 1.202  1.1729
5 H 1.163 2.332 -0.930  -1.1063
6 H 1.282 0.605 -1.474  -0.4579
7 H -0.600 -0.992 0.745  -0.4213
8 H -0.029 -1.076 -0.962  -1.0326
9 N 2.023 4.703 2.642  -0.3028
10 C 0.748 4.855 2.751  0.0708
11 N 0.190 5.991 2.537  -0.2864
12 O 0.134 3.698 3.031  -0.5723
13 H 2.345 3.759 2.797  0.3781
14 H 2.651 5.430 2.322  0.1247
15 H -0.836 5.940 2.505  0.2735
16 H 0.589 6.962 2.324  0.2199
17 N -0.698 0.539 -3.047  0.2260
18 C -0.690 -0.737 -3.304  0.2054
19 N -1.507 -1.173 -4.224  -0.3296
20 O 0.149 -1.572 -2.566  -0.2322
21 H -0.292 0.821 -2.149  -0.6046
22 H -1.497 1.151 -3.270  0.3152
23 H -1.541 -2.179 -4.413  0.3298
24 H -2.133 -0.616 -4.754  0.1528
25 C -0.962 0.177 4.310  -1.5849
26 C -2.435 0.566 4.062  0.7865
27 C -2.511 1.957 3.437  -1.0083
28 O -3.290 -0.143 3.446  -0.5065
29 H -0.440 0.985 4.801  0.5206
30 H -0.490 0.028 3.369  0.0762
31 H -0.936 -0.642 4.970  0.5091
32 H -2.845 0.553 5.101  0.2218
33 H -2.070 2.129 2.498  -0.2093
34 H -2.007 2.635 4.161  0.4091
35 H -3.574 2.284 3.386  0.4403
36 H -4.133 0.104 3.817  0.4158
37 C -3.739 2.266 0.301  -1.9245
38 C -3.560 0.807 0.027  3.1554
39 C -4.926 0.152 -0.269  -1.6886
40 O -2.739 0.506 -0.873  -0.3517
41 H -2.765 2.755 0.560  -0.0070
42 H -4.418 2.444 1.032  0.5362
43 H -4.277 2.737 -0.516  0.4504
44 H -3.133 0.406 0.935  -1.1401
45 H -4.884 -0.936 -0.142  0.1370
46 H -5.219 0.452 -1.260  0.4253
47 H -5.764 0.438 0.432  0.3909
48 H -1.870 0.306 -0.484  -0.0274
49 C -1.963 -4.027 2.319  -1.3357
50 C -1.250 -2.684 2.390  1.1288
51 C 0.178 -2.811 1.823  -0.9663
52 O -1.710 -1.783 1.730  -0.6256
53 H -1.597 -4.762 3.011  0.4552
54 H -1.909 -4.376 1.305  0.1148
55 H -3.065 -3.973 2.492  0.2995
56 H -1.168 -2.437 3.438  0.1926
57 H 0.191 -3.212 0.820  -0.2736
58 H 0.778 -3.390 2.486  0.7009
59 H 0.769 -1.895 1.784  -0.2891
60 H -2.486 -1.395 2.107  -0.2793
61 C 4.678 2.926 1.065  -0.1486
62 C 5.445 3.013 -0.256  -0.1062
63 C 4.509 2.517 -1.287  0.0298
64 O 5.936 4.154 -0.494  -0.5732
65 H 4.833 2.009 1.635  0.3747
66 H 3.634 3.038 0.977  -0.6392
67 H 4.983 3.722 1.770  0.4402
68 H 6.295 2.270 -0.126  0.3381
69 H 4.086 1.557 -0.998  -0.2465
70 H 4.963 2.433 -2.289  0.4629
71 H 3.708 3.236 -1.473  -0.3611
72 H 5.159 4.748 -0.628  0.3939
73 C 1.082 4.270 -2.538  -1.4647
74 C 0.957 4.549 -1.035  0.5450
75 C -0.454 4.330 -0.525  -1.2259
76 O 1.661 3.809 -0.341  0.1816
77 H 0.501 5.062 -3.052  0.4455
78 H 0.715 3.273 -2.920  0.0965
79 H 2.114 4.395 -2.777  0.4608
80 H 1.260 5.550 -0.782  0.3968
81 H -1.194 5.123 -0.722  0.4442
82 H -0.519 4.176 0.507  0.3171
83 H -0.851 3.400 -0.895  0.1532
84 H 1.398 3.945 0.585  -0.5199
85 C -2.538 -3.028 -1.400  -0.2042
86 C -3.624 -3.870 -0.735  0.6397
87 C -4.975 -3.773 -1.496  -1.5874
88 O -3.333 -5.085 -0.649  -0.5817
89 H -1.607 -3.099 -0.864  -0.2871
90 H -2.805 -2.009 -1.411  -0.0146
91 H -2.335 -3.269 -2.437  0.5297
92 H -3.732 -3.643 0.331  -0.0211
93 H -5.726 -4.456 -1.031  0.3936
94 H -4.827 -4.176 -2.547  0.3052
95 H -5.464 -2.820 -1.499  0.3270
96 H -2.834 -5.302 -1.467  0.3709
97 C 5.009 -0.835 -2.464  -1.8139
98 C 3.482 -0.734 -2.472  1.9834
99 C 2.924 0.351 -3.406  -0.8656
100 O 2.939 -1.814 -2.827  -0.6212
101 H 5.378 -1.453 -1.717  0.4547
102 H 5.507 0.107 -2.555  0.3669
103 H 5.298 -1.436 -3.371  0.4439
104 H 3.152 -0.466 -1.400  -0.6234
105 H 3.190 1.339 -3.258  0.1155
106 H 1.827 0.412 -3.362  -0.1137
107 H 3.171 0.136 -4.452  0.4520
108 H 2.003 -1.838 -2.466  0.1906
109 C 0.809 -6.447 0.106  -1.4842
110 C 0.042 -6.069 -1.180  1.0692
111 C 0.602 -4.762 -1.814  -0.8202
112 O -0.103 -6.939 -2.085  -0.5860
113 H 0.247 -7.180 0.664  0.3883
114 H 0.832 -5.551 0.687  0.2219
115 H 1.779 -6.849 0.017  0.4513
116 H -1.030 -5.827 -0.899  -0.3614
117 H 0.130 -4.628 -2.717  0.4467
118 H 1.668 -4.912 -2.005  0.4060
119 H 0.528 -3.863 -1.206  -0.1352
120 H -0.802 -6.620 -2.651  0.3938
121 C 2.641 0.612 2.462  -0.2244
122 O 2.203 1.934 2.786  -0.7385
123 H 2.954 0.581 1.402  -0.2178
124 H 1.840 -0.076 2.539  -0.1338
125 H 3.536 0.356 3.036  0.4831
126 H 1.268 2.022 2.718  0.1795

***

Entry x
Entry from OMol25: a cluster of 12 separate species, C28H80N6O12 in total (ωB97M-V/def2-TZVPD).

Kohn-Sham gap: 8.580 eV
HOMO level: -8.509 eV
SMILES: NC(N)=O.NC(N)=O.NC(N)=O.CC(C)O.CC(C)O.CC(C)O.CC(C)O.CC(C)O.CC(C)O.CC(C)O.CC(C)O.CO

Last column: Mulliken charge in e.
Element x y z (Å)
1 N 1.307 2.968 -2.356  -0.0214
2 C 0.995 3.988 -1.678  0.4845
3 N 1.848 4.931 -1.804  -0.3367
4 O -0.165 3.992 -0.882  -0.7470
5 H 0.684 2.153 -2.181  -0.1915
6 H 2.130 2.934 -2.931  0.1964
7 H 1.814 5.691 -1.162  0.3024
8 H 2.795 4.714 -2.184  0.2002
9 N -0.889 1.462 -1.417  0.2124
10 C -0.653 0.484 -0.584  -1.8404
11 N -1.019 -0.720 -0.988  1.8447
12 O 0.048 0.681 0.607  2.0165
13 H -0.676 2.437 -1.108  0.4266
14 H -1.620 1.343 -2.076  0.0161
15 H -0.702 -1.482 -0.396  -0.9728
16 H -1.475 -0.942 -1.886  -0.0276
17 N 1.524 4.350 1.525  0.4106
18 C 1.187 5.457 2.059  0.6576
19 N 2.002 5.857 2.964  -0.3868
20 O 0.195 6.301 1.625  -0.7520
21 H 0.871 3.969 0.812  -0.4978
22 H 2.391 3.832 1.702  0.0792
23 H 1.714 6.798 3.395  0.2899
24 H 2.749 5.336 3.363  0.1707
25 C 0.139 3.064 5.004  -0.8861
26 C 0.994 1.825 5.079  0.1757
27 C 1.430 1.264 3.682  -0.2006
28 O 2.065 1.946 5.740  -0.5696
29 H -0.883 2.900 5.247  0.1070
30 H 0.064 3.269 3.957  -0.1342
31 H 0.555 3.960 5.413  0.4415
32 H 0.420 1.016 5.536  0.4679
33 H 2.282 1.778 3.184  0.2534
34 H 0.664 1.474 3.003  -0.4687
35 H 1.636 0.199 3.726  0.1014
36 H 2.103 1.154 6.272  0.4730
37 C 2.147 -2.573 -0.556  -1.2653
38 C 1.756 -2.553 0.917  1.0625
39 C 2.706 -1.681 1.798  -1.2007
40 O 0.595 -2.152 1.184  -0.2278
41 H 3.100 -3.043 -0.563  0.6974
42 H 2.171 -1.528 -0.910  -0.1444
43 H 1.507 -3.154 -1.127  0.0727
44 H 1.867 -3.569 1.361  0.4041
45 H 2.491 -0.595 1.646  -0.0918
46 H 3.724 -1.968 1.651  0.5215
47 H 2.516 -1.896 2.879  0.3183
48 H 0.596 -1.163 1.106  -0.8092
49 C 1.910 -0.114 -3.554  0.1082
50 C 1.774 -0.941 -4.835  0.2899
51 C 0.397 -0.742 -5.320  -1.3000
52 O 2.576 -0.611 -5.749  -0.5873
53 H 2.868 -0.355 -3.087  0.4169
54 H 1.042 -0.225 -2.918  -0.5604
55 H 1.852 0.971 -3.804  0.0593
56 H 2.001 -1.940 -4.579  0.5615
57 H 0.202 -1.432 -6.156  0.1876
58 H 0.254 0.286 -5.677  0.5341
59 H -0.359 -0.816 -4.530  0.0820
60 H 3.448 -0.942 -5.443  0.4357
61 C 2.917 1.501 0.047  1.2062
62 C 4.337 0.948 -0.034  0.4148
63 C 5.114 1.607 -1.116  -1.7568
64 O 4.953 1.043 1.057  -0.5570
65 H 2.887 2.526 -0.169  0.8044
66 H 2.539 1.360 1.058  -1.7014
67 H 2.241 1.052 -0.697  -0.4048
68 H 4.303 -0.141 -0.124  0.3704
69 H 5.393 2.591 -0.719  0.3457
70 H 4.470 1.638 -1.970  0.1940
71 H 6.025 1.091 -1.348  0.5268
72 H 5.718 0.471 1.004  0.4500
73 C -2.540 0.540 5.013  -1.3033
74 C -2.910 -0.516 4.009  0.6179
75 C -1.929 -0.567 2.817  0.5104
76 O -3.019 -1.642 4.526  -0.5611
77 H -1.681 0.475 5.644  0.2572
78 H -3.398 0.562 5.638  0.4703
79 H -2.537 1.533 4.609  0.2520
80 H -3.849 -0.227 3.536  0.0144
81 H -2.008 -1.465 2.177  -0.1157
82 H -0.920 -0.437 3.095  -0.3697
83 H -2.181 0.283 2.122  -0.2934
84 H -3.348 -2.315 3.937  0.3933
85 C -3.807 3.684 0.484  -1.5439
86 C -3.170 2.598 1.383  0.8096
87 C -1.972 3.028 2.221  0.4035
88 O -3.994 2.061 2.162  -0.5669
89 H -4.755 3.320 0.089  0.4084
90 H -3.117 4.006 -0.335  0.2052
91 H -4.069 4.522 1.144  0.3904
92 H -2.756 1.838 0.745  -0.3074
93 H -1.352 2.187 2.541  -0.9386
94 H -2.251 3.608 3.115  0.5029
95 H -1.233 3.625 1.656  -0.0735
96 H -4.359 1.322 1.766  0.4905
97 C -1.934 -6.161 0.840  -1.6002
98 C -1.180 -4.918 0.607  0.8715
99 C -1.731 -4.039 -0.520  -0.0077
100 O -1.119 -4.117 1.566  -0.5749
101 H -2.877 -5.963 1.404  0.3286
102 H -1.244 -6.818 1.411  0.4071
103 H -2.159 -6.621 -0.111  0.3259
104 H -0.159 -5.262 0.350  0.1462
105 H -1.874 -4.648 -1.371  -0.0129
106 H -1.027 -3.274 -0.757  -0.7586
107 H -2.701 -3.551 -0.456  0.3706
108 H -0.417 -3.447 1.422  0.3870
109 C -1.790 -3.312 -5.689  -1.3947
110 C -1.604 -4.228 -4.485  -0.3829
111 C -0.370 -3.926 -3.616  -0.3915
112 O -2.551 -4.312 -3.708  -0.4939
113 H -1.038 -3.479 -6.452  0.4181
114 H -1.743 -2.292 -5.416  0.1812
115 H -2.720 -3.541 -6.186  0.3995
116 H -1.515 -5.214 -4.855  0.6665
117 H -0.348 -2.863 -3.441  -0.2056
118 H 0.488 -4.017 -4.345  0.4507
119 H -0.174 -4.551 -2.776  0.4296
120 H -2.556 -5.286 -3.475  0.4359
121 C -3.756 -1.395 -2.318  -0.8157
122 O -2.497 -1.414 -2.955  -0.6161
123 H -3.825 -2.276 -1.711  0.2555
124 H -4.570 -1.516 -3.081  0.2937
125 H -4.007 -0.575 -1.670  0.2834
126 H -2.407 -2.344 -3.288  0.1995

***

Question: which arrangement is favored energetically? Ranking from most to least stable: entry w, entry x.

***

Entry w
Entry from OMol25: a cluster of 2 separate species, C3H9NO2 in total (ωB97M-V/def2-TZVPD).

Net charge: -1
Spin multiplicity: 2
Kohn-Sham gap (spin up / spin down): 1.650 / 9.627 eV
HOMO level (spin up / spin down): 1.772 / -5.930 eV

Last column: Mulliken spin population.
Element x y z (Å)
1 C -1.739 1.030 1.596  0.0221
2 N -1.451 0.847 3.016  0.4598
3 H 1.587 0.164 0.516  0.0071
4 H -0.505 1.067 3.273  -0.2005
5 H -2.262 1.029 3.569  -0.0900
6 H -1.863 0.018 1.170  0.0309
7 H -0.992 1.577 1.017  -0.0445
8 H -2.646 1.599 1.367  -0.0408
9 C 0.498 -1.522 -2.217  2.4359
10 C 0.946 -0.437 -1.284  -0.6103
11 O 1.152 -0.670 0.016  0.4638
12 O 1.026 0.697 -1.730  0.1556
13 H 0.111 -2.389 -1.673  -0.7263
14 H 1.270 -1.843 -2.932  -0.4590
15 H -0.224 -1.039 -2.876  -0.4037

***

Entry x
Entry from OMol25: a cluster of 3 separate species, C3H9NO2 in total (ωB97M-V/def2-TZVPD).

Net charge: -1
Spin multiplicity: 2
Kohn-Sham gap (spin up / spin down): 6.277 / 6.842 eV
HOMO level (spin up / spin down): -2.019 / -2.823 eV

Last column: Mulliken spin population.
Element x y z (Å)
1 O 1.285 -0.940 -1.318  0.0704
2 C 1.221 0.148 -0.569  0.2089
3 C 0.367 0.225 0.519  0.0724
4 C 0.310 1.374 1.515  -0.0709
5 N -0.450 -0.908 1.007  0.0073
6 H 1.970 0.928 -0.837  0.0073
7 H -1.297 0.636 -0.293  0.7469
8 H 0.900 1.103 2.403  0.0059
9 H 0.740 2.301 1.053  -0.0190
10 H -0.689 1.599 1.930  -0.0262
11 H -1.260 -0.992 0.307  -0.0046
12 H 0.081 -1.720 0.736  -0.0064
13 H -1.590 -1.569 -2.664  -0.0031
14 H -0.320 -1.083 -1.860  0.0109
15 O -1.269 -1.103 -1.931  0.0002

***

Question: which arrangement is favored energetically? Ranking from most to least stable: entry w, entry x.

***

Entry w
Entry from OMol25: a cluster of 2 separate species, C5H16N2O in total (ωB97M-V/def2-TZVPD).

Net charge: +1
Spin multiplicity: 2
Kohn-Sham gap (spin up / spin down): 10.324 / 5.967 eV
HOMO level (spin up / spin down): -13.227 / -13.221 eV

Last column: Mulliken spin population.
Element x y z (Å)
1 C 0.160 0.018 0.087  0.0201
2 N 1.292 0.844 -0.290  0.7590
3 C 1.142 2.295 0.004  -0.0039
4 C 2.646 0.354 -0.081  -0.0092
5 C -1.063 0.014 -0.828  0.0591
6 C -0.727 -0.528 -2.309  -0.0084
7 N -1.994 -0.847 -0.105  0.0001
8 H -0.099 0.295 1.115  0.0362
9 H 0.585 -0.981 0.199  0.0033
10 H 1.304 2.720 -0.979  0.0218
11 H 0.286 2.576 0.595  0.0066
12 H 1.923 2.589 0.694  0.0128
13 H 3.283 1.015 0.493  0.0219
14 H 3.046 0.373 -1.133  0.0639
15 H 2.687 -0.741 0.103  0.0123
16 H -1.392 1.046 -0.947  -0.0017
17 H -0.591 0.353 -2.928  0.0035
18 H 0.153 -1.132 -2.266  0.0020
19 H -1.480 -1.229 -2.645  0.0003
20 H -1.590 -1.731 0.150  -0.0001
21 H -2.903 -0.787 -0.532  0.0002
22 H -1.437 -1.550 2.066  -0.0013
23 H -0.716 -2.409 3.036  -0.0001
24 O -1.357 -1.690 3.015  0.0015

***

Entry x
Entry from OMol25: a cluster of 2 separate species, C5H16N2O in total (ωB97M-V/def2-TZVPD).

Net charge: +1
Spin multiplicity: 2
Kohn-Sham gap (spin up / spin down): 3.738 / 8.027 eV
HOMO level (spin up / spin down): -6.803 / -11.115 eV

Last column: Mulliken spin population.
Element x y z (Å)
1 C 0.681 -1.010 1.553  0.0127
2 C 1.244 -0.089 0.485  -0.0402
3 C 0.485 1.130 0.137  0.0547
4 C -0.856 0.827 -0.654  0.5165
5 C -1.836 0.138 0.045  0.3698
6 N -3.227 0.101 -0.368  0.0586
7 N 2.737 0.226 0.915  -0.0042
8 H 0.508 -2.106 1.380  -0.0047
9 H 1.243 -1.151 2.465  -0.0059
10 H -0.401 -0.847 1.891  0.0185
11 H 1.308 -0.732 -0.552  -0.0181
12 H 1.148 1.707 -0.607  0.0234
13 H 0.185 1.706 1.059  0.0133
14 H -1.090 1.164 -1.696  0.0152
15 H -1.608 -0.199 1.074  -0.0004
16 H -3.394 -0.103 -1.447  0.0256
17 H -3.816 0.946 -0.119  0.0272
18 H -3.760 -0.753 0.040  -0.0668
19 H 3.011 1.133 1.336  0.0029
20 H 3.401 -0.050 0.126  -0.0009
21 H 3.100 -0.407 1.733  0.0006
22 H -0.163 -1.098 -2.752  0.0022
23 H 0.787 -0.177 -3.431  0.0039
24 O 0.310 -0.355 -2.614  -0.0038

***

Question: which arrangement is favored energetically? Ranking from most to least stable: entry w, entry x.

***

Entry w
Entry from OMol25: a cluster of 2 separate species, C5H16N2O in total (ωB97M-V/def2-TZVPD).

Net charge: +1
Spin multiplicity: 2
Kohn-Sham gap (spin up / spin down): 9.320 / 4.418 eV
HOMO level (spin up / spin down): -12.598 / -12.561 eV

Last column: Mulliken spin population.
Element x y z (Å)
1 C -0.375 -2.243 1.406  0.0004
2 C 0.164 -0.837 1.615  0.0125
3 C -0.645 0.169 0.751  0.0156
4 C 0.175 1.096 -0.223  0.1021
5 C -0.661 1.878 -1.272  0.0620
6 N -0.572 3.279 -1.143  0.8052
7 N 1.568 -0.790 1.086  0.0047
8 H -0.908 -2.234 0.447  0.0001
9 H -1.073 -2.640 2.185  0.0002
10 H 0.285 -3.114 1.551  0.0015
11 H 0.214 -0.398 2.594  0.0006
12 H -1.243 0.849 1.396  -0.0015
13 H -1.405 -0.321 0.154  0.0011
14 H 0.668 1.919 0.308  0.0088
15 H 0.951 0.489 -0.672  -0.0105
16 H -1.631 1.408 -1.393  -0.0002
17 H -0.211 1.618 -2.274  0.0413
18 H 0.259 3.816 -1.374  -0.0218
19 H -1.346 3.743 -0.671  -0.0225
20 H 2.105 -1.361 1.740  0.0003
21 H 1.691 -1.265 0.198  0.0001
22 H 0.232 -1.678 -1.483  0.0000
23 H 1.118 -2.057 -2.660  0.0002
24 O 0.641 -1.324 -2.267  -0.0004

***

Entry x
Entry from OMol25: a cluster of 2 separate species, C5H16N2O in total (ωB97M-V/def2-TZVPD).

Net charge: +1
Spin multiplicity: 2
Kohn-Sham gap (spin up / spin down): 4.543 / 8.781 eV
HOMO level (spin up / spin down): -7.423 / -11.696 eV

Last column: Mulliken spin population.
Element x y z (Å)
1 C 1.061 0.938 -2.122  0.0013
2 C 0.948 0.010 -0.984  0.0288
3 C -0.396 -0.246 -0.349  -0.0139
4 C -0.377 -0.830 0.957  0.3740
5 C -0.538 -2.149 1.206  0.5484
6 N -0.292 0.385 1.996  0.0390
7 N 1.318 -1.311 -1.621  0.0226
8 H 1.842 0.539 -2.851  -0.0019
9 H 1.514 1.851 -1.690  0.0020
10 H 0.129 1.137 -2.765  -0.0033
11 H 1.776 0.223 -0.193  -0.0202
12 H -1.089 -0.757 -1.059  -0.0123
13 H -0.922 0.793 -0.476  0.0251
14 H -0.543 -2.558 2.159  0.0136
15 H -1.157 -2.845 0.569  0.0223
16 H -1.072 1.096 1.815  0.0051
17 H -0.549 0.012 2.974  -0.0132
18 H 0.579 0.829 2.076  -0.0109
19 H 2.291 -1.397 -1.739  -0.0099
20 H 1.016 -2.100 -0.952  -0.0024
21 H 0.908 -1.428 -2.610  -0.0004
22 H -2.851 2.279 1.943  -0.0017
23 H -1.640 3.142 1.654  -0.0006
24 O -1.958 2.388 2.061  0.0086

***

Question: which arrangement is favored energetically? Ranking from most to least stable: entry w, entry x.